C4H5N3O | ωB97M-V with the def2-TZVPD basis set

LUMO in eV: -0.340

The geometry in ORCA input format:
```
! RIJCOSX wB97M-V def2-TZVPD def2/J DEFGRID3
* xyz 0 1
N -2.32050 -0.49785 1.38341
H 1.01529 -0.12564 2.55242
C 0.00441 1.47601 -2.73193
H 1.65936 -1.41141 1.09737
N 0.62639 -0.89351 1.79909
O 2.00273 -0.45257 -0.56217
C 0.86777 0.08863 -0.48208
H -1.64682 0.76516 -0.23926
H -0.45004 1.81988 -3.76522
C -1.46540 -0.07531 0.61786
H -2.13636 -1.14430 2.26793
C 0.15545 0.90882 -1.57483
N 0.00316 -0.13321 0.76179
*
```


C4H5N3O | ωB97M-V with the def2-TZVPD basis set

LUMO in eV: -0.170
SMILES: Nc1cc[nH]c1N=O

The geometry in ORCA input format:
```
! RIJCOSX wB97M-V def2-TZVPD def2/J DEFGRID3
* xyz 0 1
O 3.13205 0.05266 -0.20196
C 0.86009 0.04246 -0.04418
H -1.54678 2.26628 0.49155
H -0.02869 2.52346 0.33049
C -0.37851 0.63506 -0.23510
C -1.39736 -0.42069 -0.25316
C -0.65253 -1.60064 -0.03129
N -0.71223 1.91973 -0.00459
H 1.33791 -1.90813 0.17050
N 0.60362 -1.29025 0.15387
H -2.44453 -0.11132 -0.43904
N 2.04595 0.65087 -0.00982
H -0.81899 -2.75948 0.07274
*
```


C4H5N3O | ωB97M-V with the def2-TZVPD basis set

LUMO in eV: 0.928
SMILES: O=C1CC=NN1.C#N

The geometry in ORCA input format:
```
! RIJCOSX wB97M-V def2-TZVPD def2/J DEFGRID3
* xyz 0 1
N 1.03834 -1.65475 1.12361
H 0.84543 0.61035 -0.74640
C 0.60322 -0.45214 -0.80520
H -2.18417 2.22702 0.22127
H 0.63559 -0.71230 -1.83390
C 1.54097 -1.21982 0.02064
H 2.45320 -1.63972 -0.36730
N -0.31321 2.61579 -0.80906
H -0.74375 -0.97428 2.06117
C -1.28706 2.52422 -0.23022
C -0.65764 -0.42710 0.09216
O -1.69914 0.19474 0.10994
N -0.23178 -1.09201 1.16330
*
```


C4H5N3O | ωB97M-V with the def2-TZVPD basis set

LUMO in eV: 0.375

The geometry in ORCA input format:
```
! RIJCOSX wB97M-V def2-TZVPD def2/J DEFGRID3
* xyz 0 1
C 0.83249 0.23024 0.88158
C -0.79530 -1.50737 -1.77364
H 2.53886 0.43114 -0.27732
N 2.22416 0.40100 0.99374
H -3.02830 0.09469 0.02625
H 0.38534 2.13907 0.46149
H -0.58279 -2.25392 -2.66088
N 0.07805 1.22723 0.26433
N -1.37558 1.17125 0.45011
H 2.65629 -0.62232 0.84673
O 0.15087 -0.58114 1.59868
C -1.88858 0.12827 0.01618
C -1.19551 -0.85814 -0.82726
*
```


C4H5N3O | ωB97M-V with the def2-TZVPD basis set

LUMO in eV: 0.711
SMILES: c1nnoc1N1CC1

The geometry in ORCA input format:
```
! RIJCOSX wB97M-V def2-TZVPD def2/J DEFGRID3
* xyz 0 1
H -0.66658 0.50155 -2.52129
C 0.83790 0.25707 1.38843
C -0.31224 -1.00891 -1.26110
O -1.22956 0.43410 1.82616
H 0.99190 0.98768 -1.79932
C 0.03778 0.33562 -1.68185
H 1.81311 0.01234 0.75431
N -0.80058 0.22373 -0.54523
N -0.65176 0.45461 2.98886
H -0.90556 -1.40921 -2.15302
H 0.56730 -1.52677 -0.61381
N 0.70069 0.42503 2.82781
C -0.38239 0.31317 0.79004
*
```


C4H5N3O | ωB97M-V with the def2-TZVPD basis set

LUMO in eV: -0.960
SMILES: NC1=CN=N/C1=C/O

The geometry in ORCA input format:
```
! RIJCOSX wB97M-V def2-TZVPD def2/J DEFGRID3
* xyz 0 1
H -2.51599 1.28198 0.09625
O 2.30222 -0.59365 -0.01206
H 0.47602 1.87033 0.97926
H 1.90335 0.40027 -0.21407
C 1.25228 -1.44521 0.16303
C -0.35456 0.48530 -0.13346
C -1.77951 0.45078 0.17742
N -1.34613 -1.69896 -0.10578
C -0.00752 -0.96209 -0.06932
H 1.64449 -2.53773 -0.04577
N -2.30931 -0.80050 -0.02222
N 0.59149 1.48182 -0.07618
H 0.14316 2.06768 -0.73711
*
```


C4H5N3O | ωB97M-V with the def2-TZVPD basis set

LUMO in eV: -0.494

The geometry in ORCA input format:
```
! RIJCOSX wB97M-V def2-TZVPD def2/J DEFGRID3
* xyz 0 1
C 1.61796 1.18153 0.21196
C -1.68942 -0.13599 -0.44854
H 2.18203 2.15256 0.17252
H -2.20953 -1.07430 -0.94113
N 2.28915 0.05661 0.58666
O -2.14815 -0.14400 0.95028
H -1.85058 0.80323 -1.10361
C 1.85019 -1.16641 0.14219
H 2.44467 -2.18815 0.11430
N 0.53189 -1.25987 -0.14888
H -3.24091 0.75270 1.16373
C -0.15802 -0.09347 -0.33382
N 0.38073 1.11557 -0.36565
*
```


C4H5N3O | ωB97M-V with the def2-TZVPD basis set

LUMO in eV: 0.366
SMILES: [H]/N=c1/cnccn1O

The geometry in ORCA input format:
```
! RIJCOSX wB97M-V def2-TZVPD def2/J DEFGRID3
* xyz 0 1
H 2.05584 -0.92161 1.52646
C 1.09169 -0.65787 1.12800
H -1.93145 -0.49580 2.04466
C 1.06426 -0.02096 -0.25908
N 2.13351 0.42119 -0.72837
O -0.40498 0.66044 -2.07321
H 2.02578 0.98588 -1.56028
H -2.16690 0.34045 -0.50978
H -1.32986 0.52674 -2.04988
C -1.15080 -0.27608 1.35539
N 0.06956 -0.67855 1.89104
C -1.28437 0.01830 0.03318
N -0.17228 0.09787 -0.79811
*
```


C4H5N3O | ωB97M-V with the def2-TZVPD basis set

LUMO in eV: 0.087
SMILES: CC1=NOC=NC=N1

The geometry in ORCA input format:
```
! RIJCOSX wB97M-V def2-TZVPD def2/J DEFGRID3
* xyz 0 1
C 0.12568 -1.15309 1.81399
H -0.03075 -2.20568 1.77537
N 1.43860 0.23394 0.29251
N -0.43024 -1.06396 -0.60934
H 0.18384 2.93857 -1.11252
O 1.41294 1.08090 -1.00752
C -0.97937 -0.25644 -1.36758
C 0.18181 1.74436 -1.32199
H -0.80021 -0.60201 2.31319
H 1.10271 -0.89073 2.35753
C 0.33262 -0.47524 0.46593
H -1.57351 -0.54952 -2.23953
N -0.96413 1.19891 -1.36004
*
```


C4H5N3O | ωB97M-V with the def2-TZVPD basis set

LUMO in eV: 0.032
SMILES: Oc1nnc2n1CC2

The geometry in ORCA input format:
```
! RIJCOSX wB97M-V def2-TZVPD def2/J DEFGRID3
* xyz 0 1
H -2.16417 0.27677 -0.77214
C 1.20954 1.13400 -0.09446
C 0.52542 -0.88321 0.06523
H -1.01489 -2.45117 -0.46477
N 1.64695 -0.90902 0.71404
H 1.10320 2.56185 -1.67365
N 2.13777 0.42853 0.59611
H -1.44163 0.56737 1.14662
O 1.31525 2.40282 -0.55870
N 0.04295 0.27877 -0.46718
C -0.90042 -1.52608 0.24490
H -1.11099 -1.85714 1.25166
C -1.34900 -0.02348 0.01235
*
```


C4H5N3O | ωB97M-V with the def2-TZVPD basis set

LUMO in eV: 0.380
SMILES: [H]/N=C\n1nccc1O

The geometry in ORCA input format:
```
! RIJCOSX wB97M-V def2-TZVPD def2/J DEFGRID3
* xyz 0 1
H -0.71481 -2.49556 -0.96285
H -0.49486 -1.92763 2.01742
C -0.44022 -1.52970 -0.77240
N 0.11199 0.65575 -1.31599
N 0.96042 2.56420 0.69117
H 1.13592 2.48475 -0.30858
C -0.21620 -0.48603 -1.76977
H -0.37113 -0.42036 -2.89964
C -0.13609 -0.84079 0.41525
O -0.12343 -1.08775 1.77832
N 0.05915 0.45307 0.07547
H -0.10860 1.13470 2.04239
C 0.33786 1.49534 1.00921
*
```


C4H5N3O | ωB97M-V with the def2-TZVPD basis set

LUMO in eV: -1.005

The geometry in ORCA input format:
```
! RIJCOSX wB97M-V def2-TZVPD def2/J DEFGRID3
* xyz 0 1
O -0.92770 -0.86008 -2.55325
H -0.81079 1.35407 1.21912
N -0.65161 -1.83585 -1.58289
H -1.05583 -0.82339 1.53493
N -0.77670 0.32158 -2.18371
H 2.32679 0.32372 1.40597
C -0.17476 -0.81958 0.86773
H 0.85688 -1.31590 1.11894
C -0.12879 0.76522 0.46882
C -0.59522 0.26438 -0.91894
C -0.30334 -1.04948 -0.61080
N 1.21965 1.19301 0.41586
H 1.02142 2.48229 0.81823
*
```


The calculation returns the following relative energy (zero: lowest compared OMol25 entry of this formula, charge and spin) values, one per record and in order: 169.0, 96.0, 63.7, 140.0, 146.0, 113.0, 112.2, 93.8, 114.3, 119.1, 60.7, 265.3 kcal per mole.
The calculation returns the following gap between HOMO and LUMO values, one per record and in order: 9.07, 8.02, 10.53, 10.02, 10.52, 8.08, 9.36, 8.74, 10.05, 9.20, 9.71, 8.63 eV.